# 1
{
  "formula": "C25H49O11",
  "method": "the ωB97M-V functional and the def2-TZVPD basis",
  "e_tot_ev": -49215.884,
  "total_charge": -1,
  "homo_ha": -0.1913,
  "homo_lumo_gap_ev": 7.60,
  "e_above_lowest_kcal_mol": 670.0,
  "lumo_energy_ev": 2.39,
  "multiplicity": 1,
  "symbols": ["O", "O", "O", "O", "O", "O", "O", "O", "O", "O", "O", "C", "C", "C", "C", "C", "C", "C", "C", "C", "C", "C", "C", "C", "C", "C", "C", "C", "C", "C", "C", "C", "C", "C", "C", "C", "H", "H", "H", "H", "H", "H", "H", "H", "H", "H", "H", "H", "H", "H", "H", "H", "H", "H", "H", "H", "H", "H", "H", "H", "H", "H", "H", "H", "H", "H", "H", "H", "H", "H", "H", "H", "H", "H", "H", "H", "H", "H", "H", "H", "H", "H", "H", "H", "H"],
  "coordinates": [[12.079693, -15.042649, -9.144267], [7.757066, -18.535535, -4.927968], [14.160616, -17.594884, -6.456822], [12.726644, -16.024148, -1.024850], [7.681235, -13.146795, -4.994954], [10.582039, -17.076885, -5.597306], [10.817614, -15.118753, -4.905328], [9.167473, -15.570485, -6.296972], [9.023343, -12.297500, -7.096202], [13.539571, -13.735842, -4.994325], [12.405692, -20.344505, -3.437805], [10.465778, -12.707120, -5.269343], [13.067189, -18.656945, -4.967887], [10.766775, -15.228157, -2.126261], [10.131484, -16.328116, -8.473780], [9.407529, -14.051905, -3.531035], [12.154503, -17.322946, -2.927803], [6.899202, -14.820027, -3.499111], [13.429758, -16.592315, -6.352844], [11.392079, -16.636167, -10.753717], [12.040563, -13.677330, -3.117460], [13.430894, -15.787022, -5.072562], [10.958886, -13.532707, -7.685444], [13.142559, -13.102390, -3.988980], [10.174326, -15.920668, -5.686182], [7.967213, -13.901586, -4.048120], [10.601188, -19.110512, -4.348033], [11.267101, -15.926139, -9.415808], [7.806322, -17.957507, -3.829306], [10.044466, -12.800643, -6.730329], [12.069682, -19.432289, -4.167603], [12.579602, -16.109163, -7.507728], [13.661093, -11.741293, -3.565659], [8.843206, -16.867047, -3.586418], [6.889766, -18.228323, -2.689861], [11.957652, -16.161001, -1.932936], [9.709702, -17.285632, -3.074496], [10.439280, -15.188676, -3.165151], [12.533696, -16.080665, -4.527672], [6.587450, -15.368973, -4.387699], [11.596041, -16.578703, -7.492603], [10.465562, -16.515185, -11.314994], [13.130541, -10.946878, -4.090554], [7.238419, -15.479493, -2.700281], [13.042545, -16.271202, -8.481143], [10.325462, -15.983665, -7.457985], [11.693172, -17.095778, -3.888877], [9.040454, -16.385379, -4.544121], [12.452745, -13.793900, -2.115154], [13.373720, -11.602102, -2.523479], [14.050810, -18.874155, -4.551459], [9.183622, -15.920410, -8.825119], [6.202017, -19.042204, -2.919430], [14.745095, -11.658070, -3.643946], [10.711876, -13.729996, -4.984308], [7.410671, -18.654131, -1.832283], [10.994346, -14.220346, -1.778940], [13.385511, -14.741785, -5.378380], [9.447123, -15.014421, -3.021057], [8.420614, -16.116455, -2.918486], [9.596394, -12.386519, -4.695362], [11.931960, -13.070006, -7.850198], [14.338643, -16.036271, -4.523047], [9.553101, -13.261536, -2.794672], [11.692621, -18.211203, -2.496799], [10.005546, -17.407953, -8.395058], [10.328692, -18.104783, -4.028068], [10.412636, -19.116995, -5.421571], [6.049181, -14.213500, -3.186547], [11.279506, -12.904802, -3.007432], [11.242650, -11.942704, -5.253693], [10.028589, -19.837257, -3.771775], [10.974677, -14.589017, -7.417020], [9.935188, -15.591351, -1.522398], [10.561012, -13.504949, -8.699860], [11.635350, -14.596844, -3.539825], [10.022009, -14.027767, -4.430995], [12.331992, -15.047696, -7.498688], [6.324669, -17.350717, -2.375883], [13.027039, -18.958592, -6.014542], [13.219329, -17.526034, -3.041794], [11.268377, -15.958131, -4.787637], [12.145926, -16.153124, -11.375394], [12.781251, -17.607312, -5.035756], [11.608576, -17.704087, -10.726109]],
  "forces_ev_per_a": [[-3.132, 0.582, -5.725], [-0.375, 1.033, 2.584], [0.998, 3.312, -2.576], [0.944, 0.381, 1.111], [-0.148, -1.434, 2.497], [1.768, -1.004, -1.616], [3.160, -3.291, -1.934], [-0.959, 1.580, 1.053], [-0.732, 0.657, -0.884], [0.673, 13.172, 3.505], [0.216, -0.425, 0.368], [-0.311, 2.650, -2.615], [-1.703, -1.959, 0.932], [1.944, -3.608, 3.766], [0.036, 0.080, -1.443], [-7.987, 1.483, 0.822], [-0.207, 1.697, 2.321], [-0.628, 0.864, -0.173], [1.951, -0.482, -0.653], [-0.024, 0.312, -0.434], [3.531, 2.529, -1.754], [0.353, -6.721, -2.135], [-1.274, 0.940, -0.206], [-0.112, -0.810, -1.269], [-5.468, -1.022, -3.680], [0.141, 1.613, -2.008], [0.287, -1.199, 0.072], [-0.319, 0.945, -1.614], [0.900, -0.325, -2.471], [0.611, 0.340, 0.214], [-0.517, -0.720, -0.586], [3.052, -1.950, 3.427], [0.135, -0.634, 0.636], [-1.629, -0.619, 0.804], [-0.807, -1.294, 0.340], [-0.519, -0.809, -0.453], [-0.491, 0.338, 0.016], [3.072, -2.121, 2.204], [2.073, 0.912, -0.071], [-0.166, -0.449, 0.193], [1.973, -0.670, 0.551], [-0.318, -0.127, 0.152], [0.184, -0.139, -0.439], [-1.010, 0.790, -0.105], [1.264, -1.202, 1.659], [-1.125, -0.391, -2.523], [0.060, -0.770, 1.289], [-0.989, -0.732, 1.378], [0.809, 0.016, -0.406], [0.176, 0.030, 0.162], [-0.050, 0.362, -0.155], [-0.072, 0.157, -0.042], [-0.253, 0.220, -0.428], [-0.113, 0.114, -0.313], [3.456, 4.271, -2.803], [0.501, 0.480, 0.167], [-1.090, -1.355, 0.725], [-0.937, -4.153, -1.056], [-3.934, 2.838, -1.140], [0.587, -1.391, -0.201], [0.549, 0.827, -0.730], [0.272, -0.192, 0.817], [-0.133, -0.096, 0.240], [-0.094, -0.002, -0.112], [0.003, 0.324, 0.323], [0.126, -0.131, -0.269], [0.581, -2.011, -0.719], [-0.451, -0.484, 0.288], [-0.038, 0.034, 0.033], [0.329, -0.034, -0.222], [0.425, -0.202, 0.121], [-0.077, -0.250, -0.221], [0.059, 1.676, 0.215], [-0.083, -0.480, 0.224], [-0.611, 0.217, 0.287], [1.919, 1.991, 0.390], [-4.295, 0.150, 4.885], [1.390, -1.008, 1.500], [0.140, 0.010, -0.017], [-0.344, -0.853, 0.396], [-0.273, 0.264, 0.279], [2.828, -0.539, 1.772], [0.203, 0.030, 0.269], [0.189, -2.079, 0.797], [-0.066, -0.052, 0.416]]
}

# 2
{
  "formula": "C28H23BF5N7O4Tb",
  "method": "the ωB97M-V functional and the def2-TZVPD basis",
  "e_tot_ev": -84732.614,
  "s2": 12.66,
  "total_charge": -1,
  "homo_ha": [-0.1389, -0.1392],
  "homo_lumo_gap_ev": [6.23, 6.24],
  "lumo_energy_ev": [2.46, 2.46],
  "multiplicity": 7,
  "symbols": ["Tb", "F", "F", "F", "F", "F", "O", "O", "O", "O", "N", "N", "N", "N", "N", "N", "N", "C", "C", "C", "C", "C", "C", "C", "C", "C", "C", "C", "C", "C", "C", "C", "C", "C", "C", "C", "C", "C", "C", "C", "C", "C", "C", "C", "C", "B", "H", "H", "H", "H", "H", "H", "H", "H", "H", "H", "H", "H", "H", "H", "H", "H", "H", "H", "H", "H", "H", "H", "H"],
  "coordinates": [[-0.973613, 1.009500, -0.884437], [0.232043, 4.257494, -1.639298], [1.049163, 0.039117, -3.639694], [2.154732, 5.326361, -3.153118], [2.968032, 1.139145, -5.128045], [3.537869, 3.783439, -4.902343], [-4.981609, 0.868060, -2.404950], [0.612877, -1.060454, -1.006638], [-3.112232, 1.411164, -1.286187], [1.027121, -2.981375, -2.285878], [-1.846190, -0.748486, -2.088977], [0.530567, 1.638894, 2.076268], [-1.380087, -0.014208, 2.288849], [-1.581241, -0.441950, 1.022243], [-1.507182, 2.949309, 0.555661], [-1.849440, 2.402576, 1.754645], [0.885994, 1.430995, 0.788235], [2.387730, -1.627055, 3.342962], [-1.730642, -2.841258, -3.327903], [-2.001087, -1.699311, 1.102574], [-2.093563, -2.098383, 2.440565], [-1.683677, -0.988667, 3.157938], [-3.765680, -1.530987, -3.296888], [3.926075, -2.934242, 1.858738], [1.281793, 1.369627, -3.459929], [0.885839, 3.422464, -2.489224], [-1.130472, -1.886781, -2.421079], [0.065300, -2.132105, -1.826931], [2.577277, 3.238177, -4.144634], [-3.840832, 0.646388, -2.050562], [-3.008022, -2.658203, -3.734439], [1.206422, -1.549851, 0.066660], [-3.501393, 3.762651, 1.199875], [0.547638, 2.089227, -2.544728], [2.700688, 2.033826, 1.958413], [1.869838, 4.017536, -3.252340], [2.459226, -2.616596, 2.176251], [2.188791, 1.658523, 0.709875], [2.281730, 1.895449, -4.255062], [1.602572, 2.004994, 2.796728], [-3.042591, 2.874005, 2.151098], [1.732431, -3.912788, 2.560592], [1.802715, -2.027749, 0.987581], [-2.500944, 3.767037, 0.225192], [-3.134785, -0.622269, -2.512295], [-0.922887, 1.443668, 2.557736], [2.845628, -2.068950, 4.235114], [-4.427546, 4.313827, 1.203175], [0.682362, -3.708775, 2.769095], [4.409236, -3.399686, 2.724247], [-1.146007, -3.698452, -3.633439], [-0.994650, 1.665772, 3.742377], [1.347795, -1.376520, 3.565757], [1.782404, -4.636450, 1.743146], [-3.481291, 2.547832, 3.082563], [2.698633, 1.552048, -0.237124], [-3.464212, -3.383962, -4.399118], [2.195066, -4.354480, 3.450407], [2.910556, -0.701347, 3.099021], [1.484242, -2.554511, -3.027188], [3.717447, 2.286584, 2.211946], [-2.456572, 4.322610, -0.698014], [3.994193, -3.618684, 1.010678], [-1.593665, -0.825250, 4.221549], [4.469657, -2.021606, 1.605293], [1.511444, 2.219888, 3.850684], [-4.789816, -1.355757, -3.590569], [-2.409776, -3.054267, 2.825665], [-2.211415, -2.256792, 0.201654]],
  "forces_ev_per_a": [[0.051, 0.195, 0.088], [-0.075, -0.043, 0.073], [-0.055, -0.016, 0.069], [0.007, 0.043, 0.005], [0.025, -0.028, -0.031], [0.062, 0.031, -0.052], [-0.137, 0.090, 0.030], [-0.059, -0.220, 0.200], [-0.155, -0.164, -0.389], [0.069, -0.150, -0.050], [-0.225, -0.332, -0.261], [-0.006, 0.009, -0.010], [-0.050, 0.090, -0.027], [0.109, -0.103, 0.415], [-0.270, 0.221, 0.306], [0.032, 0.026, 0.173], [-0.067, -0.118, 0.272], [-0.034, 0.033, 0.064], [0.013, 0.087, -0.150], [-0.053, -0.015, 0.006], [0.057, -0.033, 0.036], [-0.016, -0.065, -0.030], [-0.032, -0.098, -0.141], [0.027, 0.019, -0.029], [-0.016, -0.085, -0.030], [-0.105, 0.059, 0.076], [-0.209, -0.028, 0.311], [0.027, 0.166, -0.222], [0.084, 0.042, -0.062], [0.198, 0.003, 0.098], [-0.004, -0.026, -0.006], [0.070, 0.102, -0.279], [-0.004, 0.065, 0.032], [0.350, 0.023, -0.240], [0.018, -0.013, 0.023], [0.071, 0.096, -0.046], [-0.040, -0.011, -0.138], [0.053, 0.088, -0.024], [0.064, -0.027, -0.079], [0.046, 0.011, -0.053], [0.030, 0.050, -0.049], [0.022, -0.036, -0.060], [0.040, -0.045, 0.322], [-0.018, 0.123, 0.174], [0.169, -0.022, 0.146], [0.009, -0.035, -0.112], [-0.031, 0.038, -0.053], [0.069, -0.047, -0.003], [-0.033, -0.001, 0.023], [-0.032, 0.033, -0.039], [-0.031, 0.002, 0.005], [0.015, -0.035, -0.084], [0.036, -0.016, 0.003], [-0.009, 0.041, 0.054], [0.065, 0.043, -0.047], [-0.046, 0.000, 0.049], [0.006, 0.006, 0.006], [-0.034, 0.041, -0.069], [-0.010, -0.002, -0.006], [0.012, -0.007, 0.005], [-0.070, -0.014, -0.024], [-0.012, -0.107, -0.032], [0.003, 0.025, 0.037], [-0.010, 0.012, -0.083], [-0.015, -0.032, 0.004], [-0.023, -0.033, -0.084], [0.033, -0.020, -0.010], [0.022, 0.067, -0.025], [0.024, 0.045, 0.022]]
}

# 3
{
  "formula": "C5H4N2",
  "method": "the ωB97M-V functional and the def2-TZVPD basis",
  "e_tot_ev": -8226.600,
  "homo_ha": -0.3193,
  "homo_lumo_gap_ev": 9.61,
  "e_above_lowest_kcal_mol": 66.7,
  "lumo_energy_ev": 0.92,
  "smiles": "C#Cc1cn[nH]c1",
  "multiplicity": 1,
  "symbols": ["N", "N", "C", "C", "C", "C", "C", "H", "H", "H", "H"],
  "coordinates": [[0.218207, 0.227408, -1.969326], [0.345855, 1.285274, -1.145655], [0.273643, -1.261529, 2.201490], [-0.438425, -0.932124, 1.283242], [-0.210176, 1.059263, 0.059561], [-0.693201, -0.232590, 0.052056], [-0.454206, -0.670321, -1.279529], [-0.793312, -1.569892, -1.773870], [0.869532, -1.596263, 3.021959], [1.108728, 1.922288, -1.324823], [-0.226645, 1.768485, 0.874894]],
  "forces_ev_per_a": [[-0.396, -0.063, -0.227], [0.103, 0.158, 0.108], [-0.625, -0.329, 0.088], [0.309, -0.060, 0.161], [0.180, 0.166, -0.078], [0.448, 0.173, 0.277], [0.015, -0.111, -0.184], [0.305, -0.101, 0.217], [-0.233, -0.008, -0.076], [-0.500, 0.254, -0.160], [0.394, -0.079, -0.124]]
}